{
  "formula": "C5H7NO",
  "method": "wB97M-V/def2-TZVPD",
  "total_energy_ha": -324.56210,
  "molar_mass_g_mol": 97.12,
  "smiles": "C[C@]12N[C@H]1CC2=O",
  "e_above_lowest_kj_mol": 426.3,
  "species": ["H", "O", "C", "H", "C", "N", "C", "H", "C", "H", "H", "C", "H", "H"],
  "coordinates": [[-2.332, -0.688, -0.606], [0.222, -0.380, -2.333], [0.676, 0.229, 0.952], [2.630, 0.042, -0.718], [-1.876, 0.071, 0.038], [0.201, -1.095, 1.018], [1.658, 0.503, -0.535], [1.662, 1.233, 0.249], [-0.404, -0.154, 0.030], [-2.114, 1.060, -0.372], [-2.273, -0.023, 1.051], [0.445, -0.003, -1.208], [0.615, 0.937, 1.802], [0.890, -1.732, 0.631]]
}

{
  "formula": "C4H5NO",
  "method": "wB97M-V/def2-TZVPD",
  "total_energy_ha": -285.36287,
  "molar_mass_g_mol": 83.09,
  "smiles": "C=C=O.CC#N",
  "e_above_lowest_kj_mol": 135.8,
  "species": ["H", "H", "C", "O", "H", "C", "C", "N", "C", "H", "H"],
  "coordinates": [[-2.283, -0.862, -0.284], [-2.063, 0.268, -1.637], [-1.497, 0.980, 0.235], [2.198, 0.827, -0.961], [3.389, -0.883, 1.410], [-2.359, 0.180, -0.592], [2.568, -0.914, 0.722], [-0.822, 1.608, 0.910], [2.370, 0.012, -0.152], [1.888, -1.736, 0.821], [-3.389, 0.518, -0.475]]
}

{
  "formula": "C16H33ClNiP2",
  "method": "wB97M-V/def2-TZVPD",
  "total_energy_ha": -3280.25103,
  "molar_mass_g_mol": 381.53,
  "multiplicity": 3,
  "s_squared": 2.014,
  "e_above_lowest_kj_mol": 564.1,
  "species": ["C", "H", "H", "C", "H", "C", "C", "H", "H", "H", "C", "H", "C", "H", "H", "H", "H", "H", "H", "H", "C", "H", "H", "H", "C", "H", "Cl", "H", "C", "C", "H", "H", "C", "C", "H", "H", "H", "H", "H", "P", "H", "H", "H", "H", "H", "H", "Ni", "C", "P", "C", "H", "C", "C"],
  "coordinates": [[1.329, -2.641, -6.146], [-2.090, 2.442, -6.113], [-1.512, -0.620, -2.057], [0.431, 1.753, 0.878], [1.031, -3.104, -7.097], [-1.204, 3.078, -5.966], [0.983, -1.805, 1.084], [-2.409, -2.657, -5.991], [-1.996, 0.354, -4.932], [0.614, 2.175, 1.878], [0.769, -1.375, -3.888], [-1.470, 3.874, -5.254], [-0.658, -1.725, -3.686], [0.107, -2.457, 1.245], [-0.262, -0.946, -7.533], [1.433, 3.871, -6.411], [1.494, -1.988, 0.118], [1.428, -2.206, -3.602], [-1.117, -3.517, -6.898], [1.674, 3.934, -4.636], [0.852, 1.084, -2.799], [-2.137, 2.369, -2.753], [2.119, -1.897, -6.330], [-0.921, 3.534, -6.927], [1.480, -0.044, -3.620], [1.713, -3.413, -5.464], [-1.259, 1.412, 0.570], [1.667, 1.718, -2.413], [-1.538, 1.681, -3.348], [0.503, 0.775, -6.483], [-0.797, -2.753, -3.327], [-1.525, -0.168, -6.607], [-0.139, 2.037, -3.572], [1.604, 3.266, -5.508], [-3.253, 0.613, -3.737], [2.543, 2.705, -5.616], [0.950, 2.183, 0.011], [-1.422, -3.916, -5.176], [0.370, 0.697, -1.897], [0.202, 2.130, -5.272], [1.664, -1.771, 1.960], [0.039, 3.065, -3.208], [0.473, 1.264, -7.478], [1.549, 0.426, -6.371], [2.418, -0.316, -3.098], [-2.672, -1.458, -3.055], [0.364, -0.084, 0.929], [-1.760, -0.843, -3.106], [-0.160, -1.835, -5.414], [-1.408, -3.104, -5.917], [1.849, 0.366, -4.578], [-0.454, -0.450, -6.561], [-2.152, 0.470, -3.843]]
}

{
  "formula": "C24H38BrIrN4PS",
  "method": "wB97M-V/def2-TZVPD",
  "total_energy_ha": -4573.42488,
  "molar_mass_g_mol": 717.76,
  "charge": 3,
  "e_above_lowest_kj_mol": 0.0,
  "species": ["P", "N", "H", "S", "C", "C", "H", "H", "C", "C", "N", "H", "C", "H", "C", "H", "C", "H", "C", "C", "H", "C", "H", "C", "H", "N", "C", "H", "C", "C", "H", "H", "H", "H", "H", "H", "H", "H", "H", "H", "H", "C", "H", "C", "C", "C", "N", "C", "H", "H", "H", "C", "H", "C", "H", "Ir", "H", "H", "H", "Br", "C", "H", "C", "H", "H", "C", "H", "H", "H", "H"],
  "coordinates": [[-2.313, 0.559, -0.646], [-0.821, -1.959, 0.312], [-2.690, 0.343, 1.694], [2.253, -0.846, -0.216], [0.655, 1.934, -2.356], [-1.370, -3.179, 2.311], [0.499, -2.595, -2.281], [-0.932, 2.619, 1.868], [-1.838, -4.118, 0.172], [-0.866, -2.066, 1.665], [0.804, 1.741, -0.884], [-3.830, 2.244, -1.165], [2.409, -1.729, -1.809], [3.393, 1.929, 4.170], [1.818, 1.010, 3.041], [-1.280, -2.877, -1.482], [3.108, 0.738, -0.564], [3.525, 0.680, -1.567], [-3.308, 0.113, 0.821], [0.614, 1.221, 2.380], [3.945, 0.802, 0.130], [-2.394, 3.404, -0.065], [-4.997, 0.560, -2.246], [-1.869, -4.230, 1.551], [-2.272, -5.114, 2.027], [0.296, -0.511, -2.425], [0.032, 2.480, 2.341], [-4.768, -0.922, -3.156], [1.880, 3.345, 3.613], [1.107, -1.756, -2.605], [-5.375, 0.497, 0.196], [-0.582, -0.665, -2.914], [-5.106, 0.477, 1.931], [-4.607, 1.870, 0.993], [3.234, -1.271, -2.350], [-2.215, -4.906, -0.466], [-2.867, 4.330, -0.391], [-0.261, -0.920, 3.464], [1.287, 2.753, -2.702], [-2.602, 0.248, -2.980], [-4.932, -0.999, -1.409], [-1.308, -2.973, -0.407], [-1.322, 3.610, -0.020], [2.198, 1.936, -0.365], [-4.513, -0.415, -2.227], [-2.990, -0.304, -2.116], [-0.021, 0.124, 1.704], [-4.677, 0.783, 0.978], [0.685, 0.717, -4.131], [0.207, 4.525, 2.964], [2.051, 0.460, -3.072], [2.454, 2.079, 3.655], [2.716, -2.748, -1.577], [-0.354, -0.909, 2.382], [-2.559, -1.306, -2.154], [-0.039, -0.116, -0.357], [2.639, 2.811, -0.847], [-3.417, -0.976, 0.798], [-2.367, 2.520, -2.045], [2.734, 4.785, 4.442], [0.661, 3.544, 2.964], [1.326, -1.901, -3.665], [0.982, 0.652, -3.084], [-2.748, 3.196, 0.945], [2.100, 2.156, 0.696], [-2.743, 2.290, -1.046], [2.272, 0.025, 3.061], [-1.373, -3.215, 3.392], [-0.381, 2.214, -2.539], [0.260, 2.478, -0.439]]
}

{
  "formula": "C9H14O",
  "method": "wB97M-V/def2-TZVPD",
  "total_energy_ha": -426.50440,
  "molar_mass_g_mol": 138.21,
  "smiles": "Cc1ccc(O)cc1.CC",
  "e_above_lowest_kj_mol": 179.5,
  "species": ["H", "H", "C", "H", "H", "H", "H", "C", "H", "H", "H", "H", "H", "C", "C", "C", "C", "H", "O", "C", "C", "C", "H", "H"],
  "coordinates": [[-1.499, 0.685, -1.433], [-1.417, 2.606, -3.542], [-0.652, 2.463, -2.698], [-0.365, 1.630, 1.448], [-2.380, -1.100, 2.907], [0.242, 1.859, -3.015], [-0.328, 3.488, -2.270], [-0.816, -0.469, 1.421], [2.691, -1.852, -1.274], [1.562, 1.280, -0.083], [-1.871, 0.457, 2.829], [-1.163, -2.563, 0.907], [-2.303, 2.277, -1.241], [1.162, 0.405, 0.373], [0.777, -1.909, 0.215], [-0.466, -1.737, 0.845], [-2.098, -0.358, 2.069], [-0.655, 1.967, -0.613], [2.579, -0.985, -0.877], [-0.031, 0.620, 1.147], [1.578, -0.803, 0.033], [-1.326, 1.786, -1.527], [-2.924, 0.028, 1.381], [1.008, -2.856, -0.248]]
}

{
  "formula": "C24H23F6N8O9RuS5",
  "method": "wB97M-V/def2-TZVPD",
  "total_energy_ha": -4728.70307,
  "molar_mass_g_mol": 942.89,
  "multiplicity": 2,
  "s_squared": 0.754,
  "e_above_lowest_kj_mol": 172.5,
  "species": ["H", "F", "S", "C", "S", "N", "C", "S", "O", "C", "S", "F", "F", "H", "H", "C", "C", "O", "C", "H", "C", "S", "C", "O", "N", "C", "H", "H", "O", "H", "C", "H", "N", "N", "F", "C", "O", "H", "H", "C", "O", "C", "H", "C", "H", "C", "H", "C", "C", "H", "N", "C", "C", "C", "N", "C", "H", "Ru", "O", "N", "N", "H", "F", "C", "C", "F", "H", "H", "C", "H", "H", "H", "H", "O", "O", "H"],
  "coordinates": [[-0.764, -1.257, -4.548], [3.489, -3.098, -2.777], [1.753, -2.149, -1.005], [2.642, 0.254, 1.720], [-4.716, -1.821, 0.882], [-0.498, 0.846, 1.988], [-2.019, 3.595, 0.216], [-3.498, 4.461, 0.496], [-0.708, -5.212, -0.980], [-1.653, 0.673, -4.203], [0.613, -4.698, -0.760], [1.962, -4.424, 1.525], [0.884, -6.279, 1.272], [1.884, -1.416, 4.564], [6.477, 0.140, 3.961], [-4.329, 2.974, 0.774], [-2.674, 2.454, -2.938], [1.751, -5.285, -1.393], [-1.824, 1.338, -5.409], [-1.510, 0.902, -6.348], [4.021, 0.278, 1.840], [0.137, -0.529, 2.540], [4.655, -0.323, 2.921], [0.525, 1.703, -1.158], [0.520, -3.120, -0.973], [-4.930, -0.109, 0.988], [-0.894, -1.655, -2.095], [4.350, -1.402, 4.752], [1.640, 3.548, 3.097], [-0.899, 5.246, 0.047], [2.494, -0.950, 3.803], [0.940, 2.231, -0.412], [-1.743, 0.297, -1.962], [-0.892, 4.246, -0.070], [2.785, -1.099, -3.194], [-1.218, -0.745, -2.577], [-0.373, -0.944, 3.812], [6.615, 0.194, 2.200], [-1.026, 2.750, 2.695], [-3.763, 0.515, 0.758], [2.851, -2.418, -0.146], [-2.423, 2.580, -5.351], [-0.004, 3.774, 0.208], [-3.036, -1.602, 0.512], [1.155, 0.979, -1.322], [0.848, -4.963, 1.060], [-5.895, 0.325, 1.184], [3.872, -0.934, 3.900], [-2.038, 1.215, -2.973], [4.611, 0.770, 1.077], [-1.137, -0.578, -3.905], [-0.165, 2.077, 2.739], [-2.851, 3.123, -4.132], [1.009, 2.926, 2.259], [-2.678, -0.323, 0.526], [2.433, -2.308, -2.743], [-3.036, 2.877, -2.011], [-0.920, 0.617, 0.066], [-0.151, -1.412, 1.402], [-2.277, -2.625, 0.160], [-2.167, 2.283, 0.304], [6.528, -1.358, 3.038], [1.498, -2.792, -3.575], [6.152, -0.334, 3.033], [-3.479, 1.941, 0.642], [-0.192, -4.454, 1.724], [-5.377, 2.948, 1.016], [-1.268, -2.514, 0.099], [1.885, -0.353, 2.705], [-2.599, -3.573, 0.265], [-3.340, 4.088, -4.130], [0.027, 1.839, 3.784], [-2.577, 3.140, -6.264], [1.180, 3.006, 0.974], [1.186, -0.806, -1.045], [2.166, 0.713, 0.869]]
}

{
  "formula": "C13H26B2FN3O11PS",
  "method": "wB97M-V/def2-TZVPD",
  "total_energy_ha": -2391.53253,
  "molar_mass_g_mol": 504.02,
  "charge": 1,
  "species": ["H", "C", "O", "C", "O", "H", "O", "H", "O", "F", "H", "P", "O", "C", "C", "N", "O", "H", "H", "H", "N", "O", "C", "C", "N", "H", "H", "H", "H", "C", "H", "C", "H", "H", "C", "B", "H", "C", "B", "H", "H", "C", "H", "O", "H", "H", "C", "H", "O", "O", "H", "H", "H", "C", "H", "H", "S", "O"],
  "coordinates": [[1.566, 0.544, -0.044], [-0.305, 5.559, 1.725], [-0.036, 0.153, 2.525], [2.287, -6.116, 0.662], [0.710, 1.053, 0.177], [1.179, 3.445, -3.817], [2.235, -3.808, 2.906], [0.331, 5.525, 3.769], [-1.264, 0.412, -3.345], [3.434, -2.560, 0.773], [-2.623, 0.207, 1.027], [-3.939, -1.767, -1.285], [1.662, 2.120, 2.277], [3.177, -7.056, -0.344], [-0.422, -0.901, 1.563], [0.257, 1.920, -2.676], [2.731, -1.368, 3.020], [0.499, 1.867, -5.432], [-1.197, 1.404, -5.661], [1.209, 4.415, 2.699], [-1.530, 6.151, 1.819], [0.329, 5.632, 0.675], [-0.543, 1.365, -3.632], [0.033, -3.251, 0.102], [-1.333, -3.047, -0.577], [-2.602, 7.226, 3.216], [2.474, 1.580, 2.583], [-3.370, 5.724, 2.647], [0.176, 1.469, -1.772], [-1.904, -0.720, 0.809], [3.787, -7.817, 0.328], [0.587, -2.168, 1.250], [-1.816, 6.620, 0.966], [-2.024, 5.648, 3.814], [0.225, 4.832, 2.929], [0.893, -4.570, -0.408], [2.169, 2.684, -2.544], [1.168, 3.033, -2.807], [0.760, 1.113, 1.680], [3.995, -6.364, -0.861], [2.806, -5.049, 0.675], [-0.507, 1.953, -5.014], [-0.820, 3.000, -4.985], [1.692, -4.383, -1.658], [-5.262, -0.840, 0.273], [2.287, -6.580, 1.737], [-2.425, 6.181, 2.950], [0.860, 3.807, -2.100], [-4.952, -0.491, -0.631], [0.894, -5.896, 0.242], [-0.445, 4.010, 3.195], [-5.335, -3.447, -2.010], [-1.643, -3.749, -1.314], [-2.273, -1.894, -0.297], [2.188, -3.504, -1.511], [2.567, -7.573, -1.202], [2.250, -2.479, 2.054], [-4.847, -3.250, -1.143]]
}

{
  "formula": "C5H6O2",
  "method": "wB97M-V/def2-TZVPD",
  "total_energy_ha": -344.49489,
  "molar_mass_g_mol": 98.10,
  "smiles": "C#C[C@@H](C)OC=O",
  "e_above_lowest_kj_mol": 281.0,
  "species": ["O", "C", "C", "H", "H", "C", "C", "H", "C", "O", "H", "H", "H"],
  "coordinates": [[-0.726, -0.827, 2.465], [-0.881, 0.897, -1.288], [-0.945, -1.377, 1.419], [-0.159, 0.911, 0.963], [3.739, -0.047, -0.263], [1.472, 0.201, -0.096], [2.674, 0.087, -0.165], [-0.689, 0.414, -2.269], [-0.020, 0.310, 0.027], [-0.571, -0.982, 0.207], [-1.516, -2.301, 1.271], [-0.385, 1.809, -1.086], [-1.992, 0.904, -1.185]]
}

{
  "formula": "C4H8O3",
  "method": "wB97M-V/def2-TZVPD",
  "total_energy_ha": -382.93685,
  "molar_mass_g_mol": 104.10,
  "smiles": "CCOC(=O)CO",
  "e_above_lowest_kj_mol": 73.4,
  "species": ["H", "C", "H", "C", "H", "H", "H", "H", "H", "H", "O", "O", "O", "C", "C"],
  "coordinates": [[0.919, -2.287, 0.204], [0.962, 2.012, -0.963], [-0.746, -2.592, -0.296], [-0.377, 1.351, -0.691], [1.657, 1.846, -0.133], [-0.670, -2.050, 2.328], [0.821, 3.092, -1.078], [-0.823, 1.699, 0.242], [1.412, 1.620, -1.882], [-1.078, 1.515, -1.515], [-0.200, -0.078, -0.612], [-0.771, -0.119, 1.581], [-0.393, -2.763, 1.730], [-0.131, -2.155, 0.502], [-0.410, -0.669, 0.563]]
}

{
  "formula": "C24H23FN4S",
  "method": "wB97M-V/def2-TZVPD",
  "total_energy_ha": -1645.45687,
  "molar_mass_g_mol": 418.54,
  "smiles": "Cc1sc2ncnc(N3CCN(Cc4ccccc4)CC3)c2c1-c1ccc(F)cc1",
  "e_above_lowest_kj_mol": 17.9,
  "species": ["C", "H", "H", "H", "H", "C", "H", "H", "H", "C", "N", "C", "C", "C", "C", "C", "N", "C", "H", "F", "C", "C", "N", "H", "C", "H", "C", "N", "S", "C", "H", "H", "H", "H", "H", "C", "H", "H", "C", "H", "C", "C", "C", "C", "H", "C", "H", "C", "H", "C", "C", "H", "H"],
  "coordinates": [[2.913, 2.248, -2.205], [1.770, -0.340, 2.578], [3.286, 3.709, -3.700], [-1.441, -2.601, 3.618], [0.658, 3.587, -0.768], [2.659, 3.579, -2.821], [-3.918, 1.483, 0.986], [-1.317, -0.900, 4.092], [1.614, 3.672, -3.109], [2.019, 1.395, -1.628], [0.144, -1.570, 2.818], [-1.354, 3.011, -1.179], [-3.615, 0.452, 1.094], [0.456, 0.038, 0.916], [-1.647, 0.807, -2.126], [3.996, 0.119, -1.539], [0.948, -1.040, 0.087], [0.687, -0.300, 2.405], [2.900, 4.380, -2.121], [-3.503, 2.192, -1.688], [-2.857, -2.189, 1.397], [-0.278, 0.624, -2.105], [2.916, -2.084, -0.501], [0.144, -0.298, -2.474], [-3.777, -1.840, 0.423], [0.268, 0.492, 3.026], [-4.153, -0.517, 0.264], [4.776, -0.945, -1.400], [4.537, 1.602, -2.261], [0.568, 1.622, -1.622], [0.874, -3.093, -0.151], [-2.281, 0.862, 2.711], [-2.581, -3.227, 1.525], [-2.310, 0.041, -2.497], [-4.205, -2.604, -0.209], [-2.166, 2.002, -1.663], [-4.868, -0.239, -0.495], [-0.679, -2.287, 0.221], [0.390, -2.327, 0.453], [0.987, 0.959, 0.685], [0.014, 2.815, -1.162], [-2.290, -1.221, 2.218], [-1.244, -1.591, 3.245], [0.600, -2.629, 1.944], [0.098, -3.559, 2.210], [4.153, -2.015, -0.951], [-1.793, 3.930, -0.825], [2.638, 0.176, -1.190], [4.730, -2.930, -0.912], [2.163, -0.980, -0.512], [-2.692, 0.101, 2.063], [1.676, -2.753, 2.116], [-0.610, 0.180, 0.717]]
}

{
  "formula": "C5H6Cl2S",
  "method": "wB97M-V/def2-TZVPD",
  "total_energy_ha": -1512.68289,
  "molar_mass_g_mol": 169.08,
  "smiles": "S[C@H]1[C@H](Cl)C=C[C@@H]1Cl",
  "e_above_lowest_kj_mol": 29.1,
  "species": ["C", "C", "C", "H", "Cl", "C", "C", "S", "H", "H", "H", "Cl", "H", "H"],
  "coordinates": [[0.654, -0.626, 1.227], [-0.092, 0.450, -0.782], [-0.667, -0.758, 1.214], [1.324, -0.959, 2.013], [2.089, -1.258, -0.997], [1.172, -0.039, -0.047], [-1.273, -0.253, -0.052], [-0.349, 2.252, -0.609], [0.676, 2.629, -1.387], [-1.272, -1.174, 1.995], [-2.115, 0.432, 0.126], [-1.952, -1.617, -1.020], [-0.067, 0.168, -1.813], [1.872, 0.752, 0.133]]
}

{
  "formula": "C3H9NSi",
  "method": "wB97M-V/def2-TZVPD",
  "total_energy_ha": -463.63510,
  "molar_mass_g_mol": 87.20,
  "multiplicity": 3,
  "s_squared": 2.014,
  "e_above_lowest_kj_mol": 376.1,
  "species": ["H", "N", "H", "Si", "H", "H", "H", "H", "H", "C", "H", "C", "C", "H"],
  "coordinates": [[0.148, 2.043, -0.104], [2.106, -0.903, -0.450], [-2.383, -1.739, 1.441], [1.406, 0.314, 0.497], [-1.162, 0.391, -0.017], [2.387, 0.932, 1.493], [3.055, -1.229, -0.370], [-3.006, 0.315, -0.951], [1.882, -0.919, -1.412], [-0.008, 1.097, -0.490], [-0.039, 1.151, -1.562], [-2.200, -0.953, 0.714], [-2.643, -0.251, -0.210], [0.458, -0.249, 1.421]]
}

Which formula does entry 5 have?
C9H14O